1.
Formula: C57H145BeN10O18
Source: the Open Molecules 2025 dataset
Level of theory: the ωB97M-V functional and the def2-TZVPD basis

Highest occupied orbital energy   -10.338 eV
DFT total energy   -113592.352 eV
Charge   +1
Frontier orbital gap   3.669 eV
LUMO energy   -6.7 eV

XYZ file:
```
231
Properties=species:S:1:pos:R:3:lowdin_charge:R:1
Be 14.083 3.550 11.662 1.117
C 18.161 5.927 10.890 -0.032
C 16.856 6.169 11.684 -0.521
C 15.957 7.208 10.981 -0.045
O 16.177 4.975 11.972 -0.241
H 18.890 5.321 11.429 0.069
H 18.543 6.887 10.543 0.056
H 17.929 5.391 9.970 0.064
H 17.169 6.646 12.613 0.104
H 15.301 7.661 11.724 0.066
H 15.438 6.769 10.129 0.052
H 16.456 8.100 10.603 0.062
C 19.449 9.339 12.222 -0.144
O 20.696 9.787 12.548 -0.171
C 21.200 10.535 11.439 -0.214
C 22.545 11.023 11.864 -0.190
N 23.163 11.710 10.687 -0.059
C 24.424 12.282 11.099 -0.221
C 24.872 13.403 10.163 -0.230
O 26.252 13.661 10.368 -0.210
C 26.685 14.876 9.767 -0.101
H 18.983 8.795 13.043 0.068
H 19.538 8.628 11.401 0.074
H 18.795 10.173 11.968 0.066
H 20.556 11.378 11.192 0.116
H 21.251 9.772 10.662 0.120
H 23.138 10.237 12.333 0.131
H 22.413 11.724 12.688 0.118
H 22.628 12.517 10.399 0.102
H 25.224 11.542 11.084 0.130
H 24.275 12.796 12.048 0.117
H 24.379 14.349 10.390 0.116
H 24.803 13.167 9.101 0.125
H 26.098 15.695 10.182 0.083
H 26.463 14.747 8.708 0.082
H 27.749 15.108 9.814 0.089
C 18.079 12.650 3.747 -0.114
O 19.155 11.826 4.047 -0.186
C 19.101 11.239 5.319 -0.245
C 20.174 10.194 5.392 -0.192
N 20.358 9.542 6.711 -0.065
C 20.863 8.182 6.547 -0.212
C 21.214 7.675 7.937 -0.221
O 21.567 6.286 7.863 -0.179
C 21.793 5.681 9.162 -0.091
H 18.079 13.525 4.396 0.088
H 17.185 12.042 3.887 0.086
H 18.133 13.023 2.724 0.093
H 18.136 10.746 5.441 0.104
H 19.220 11.989 6.101 0.122
H 21.119 10.638 5.082 0.126
H 20.005 9.395 4.669 0.101
H 21.027 10.051 7.272 0.104
H 21.720 8.325 5.887 0.123
H 20.175 7.492 6.059 0.105
H 20.335 7.818 8.564 0.104
H 21.994 8.311 8.356 0.122
H 21.704 4.598 9.085 0.066
H 21.121 6.037 9.943 0.069
H 22.822 5.768 9.512 0.090
C 27.903 0.988 9.096 -0.127
O 27.115 0.185 9.947 -0.182
C 27.091 0.789 11.236 -0.216
C 25.880 0.218 12.066 -0.197
N 24.579 0.388 11.421 -0.050
C 23.967 1.682 11.740 -0.210
C 22.518 1.697 11.299 -0.221
O 22.050 3.027 11.133 -0.216
C 21.560 3.688 12.289 -0.095
H 27.494 1.992 8.985 0.080
H 27.900 0.567 8.090 0.091
H 28.899 1.155 9.507 0.085
H 26.928 1.852 11.062 0.097
H 28.081 0.766 11.692 0.119
H 25.941 0.540 13.106 0.107
H 26.185 -0.817 12.218 0.113
H 24.017 -0.325 11.864 0.107
H 24.552 2.543 11.417 0.127
H 23.956 1.770 12.826 0.109
H 21.898 1.152 12.010 0.119
H 22.478 1.117 10.377 0.119
H 22.380 4.018 12.926 0.093
H 20.873 3.040 12.835 0.082
H 21.101 4.607 11.927 0.067
C 17.332 -1.915 7.330 -0.104
O 18.066 -0.797 7.850 -0.215
C 18.980 -1.100 8.981 -0.162
C 19.516 0.269 9.528 -0.194
N 18.357 1.166 9.862 -0.036
C 18.812 2.560 9.953 -0.177
C 19.161 3.251 8.597 -0.204
O 18.295 3.545 7.510 -0.186
C 18.849 4.413 6.548 -0.089
H 17.908 -2.796 7.046 0.081
H 16.859 -1.538 6.424 0.086
H 16.618 -2.268 8.074 0.081
H 19.839 -1.705 8.690 0.117
H 18.500 -1.528 9.860 0.113
H 20.160 0.636 8.728 0.103
H 20.166 0.119 10.390 0.102
H 17.791 1.034 9.036 0.079
H 19.711 2.641 10.564 0.100
H 18.023 3.134 10.439 0.083
H 20.052 2.746 8.223 0.117
H 19.605 4.191 8.923 0.075
H 19.617 4.066 5.857 0.106
H 19.144 5.299 7.111 0.076
H 18.057 4.742 5.875 0.063
C 14.736 9.757 15.276 -0.087
O 15.523 8.769 15.933 -0.205
C 16.842 8.670 15.404 -0.220
C 17.929 8.963 16.447 -0.215
N 17.369 9.990 17.287 -0.035
C 18.005 9.951 18.595 -0.201
C 17.411 11.028 19.529 -0.241
O 16.032 10.845 19.652 -0.191
C 15.369 11.788 20.416 -0.120
H 14.909 9.648 14.205 0.062
H 15.073 10.726 15.645 0.081
H 13.670 9.535 15.331 0.087
H 17.038 9.330 14.558 0.104
H 17.017 7.675 14.995 0.088
H 18.901 9.214 16.023 0.123
H 17.977 7.962 16.876 0.104
H 16.397 9.726 17.357 0.089
H 19.059 10.228 18.589 0.122
H 17.869 9.008 19.125 0.119
H 17.672 11.976 19.057 0.120
H 17.984 10.955 20.453 0.121
H 14.302 11.579 20.333 0.096
H 15.653 12.798 20.121 0.078
H 15.756 11.639 21.424 0.089
C 17.685 11.338 9.533 -0.098
O 16.696 12.149 10.130 -0.160
C 16.323 11.782 11.427 -0.242
C 15.225 12.691 11.904 -0.216
N 14.942 12.471 13.301 -0.038
C 14.015 13.538 13.743 -0.183
C 13.961 13.636 15.259 -0.219
O 15.182 14.077 15.887 -0.186
C 14.991 14.393 17.284 -0.089
H 17.873 11.564 8.484 0.081
H 17.548 10.259 9.603 0.074
H 18.656 11.569 9.973 0.067
H 17.191 11.791 12.087 0.119
H 15.940 10.762 11.413 0.103
H 14.348 12.432 11.309 0.093
H 15.496 13.728 11.706 0.128
H 15.764 12.414 13.885 0.109
H 13.035 13.364 13.298 0.090
H 14.246 14.526 13.345 0.119
H 13.656 12.745 15.807 0.110
H 13.158 14.349 15.442 0.116
H 14.898 13.455 17.831 0.068
H 14.084 14.943 17.535 0.084
H 15.810 14.971 17.711 0.090
C 14.013 5.007 15.283 -0.088
O 13.245 4.754 14.135 -0.230
C 12.377 5.847 13.839 -0.197
C 11.768 5.783 12.412 -0.152
N 12.790 5.766 11.294 -0.028
C 12.108 5.536 10.022 -0.166
C 13.170 5.209 8.873 -0.189
O 14.089 4.201 9.240 -0.264
C 15.205 4.195 8.327 -0.057
H 14.431 4.064 15.635 0.086
H 13.489 5.379 16.164 0.106
H 14.814 5.646 14.913 0.092
H 12.953 6.773 13.830 0.118
H 11.585 5.983 14.575 0.137
H 11.181 6.690 12.263 0.107
H 11.153 4.883 12.412 0.121
H 13.278 6.651 11.314 0.099
H 11.562 6.389 9.620 0.130
H 11.473 4.676 10.238 0.116
H 13.757 6.114 8.715 0.111
H 12.566 4.920 8.013 0.134
H 15.890 3.404 8.632 0.087
H 15.739 5.146 8.328 0.074
H 14.897 3.966 7.307 0.102
C 17.688 8.018 3.412 -0.049
C 17.257 6.761 4.172 -0.431
C 15.886 6.958 4.882 -0.202
O 15.834 8.138 5.665 -0.175
C 16.691 8.056 6.837 -0.067
N 17.206 5.707 3.138 0.043
H 17.042 8.274 2.573 0.089
H 18.748 7.892 3.193 0.085
H 17.634 8.917 4.025 0.057
H 18.034 6.589 4.916 0.090
H 15.588 6.114 5.505 0.103
H 15.154 6.889 4.078 0.122
H 16.734 9.090 7.178 0.077
H 17.742 7.900 6.592 0.070
H 16.357 7.482 7.701 0.066
H 16.568 5.980 2.404 0.066
H 16.665 4.941 3.512 0.058
C 18.496 2.522 15.818 -0.054
C 17.686 3.454 14.957 -0.428
C 18.274 4.887 14.980 -0.210
O 19.592 4.834 14.441 -0.204
C 20.216 6.155 14.478 -0.052
N 17.717 3.099 13.554 0.066
H 18.155 1.488 15.769 0.081
H 18.456 2.821 16.865 0.082
H 19.553 2.549 15.555 0.078
H 16.682 3.574 15.365 0.115
H 18.194 5.181 16.026 0.124
H 17.650 5.541 14.370 0.088
H 20.281 6.531 15.499 0.087
H 19.534 6.902 14.074 0.053
H 21.165 6.264 13.953 0.090
H 17.278 3.820 12.999 0.008
H 18.708 3.233 13.410 0.042
C 10.648 11.696 13.824 -0.066
C 10.783 10.688 12.744 -0.469
C 12.115 10.784 11.971 -0.169
O 12.075 9.837 10.846 -0.213
C 13.173 10.091 9.893 -0.056
N 10.600 9.343 13.236 0.055
H 10.923 12.675 13.433 0.075
H 11.121 11.399 14.760 0.085
H 9.592 11.828 14.060 0.082
H 10.033 10.945 11.995 0.139
H 12.946 10.533 12.630 0.113
H 12.269 11.822 11.674 0.108
H 12.956 9.570 8.960 0.085
H 14.108 9.712 10.304 0.061
H 13.275 11.164 9.732 0.083
H 10.884 8.802 12.432 0.034
H 9.626 9.155 13.424 0.083
```



2.
Formula: C35H36NO4P3V
Source: the Open Molecules 2025 dataset
Level of theory: the ωB97M-V functional and the def2-TZVPD basis

Highest occupied orbital energy (alpha / beta)   -6.097 / -7.662 eV
DFT total energy   -100111.205 eV
Charge   0
Frontier orbital gap (alpha / beta)   5.204 / 6.755 eV
LUMO energy (alpha / beta)   -0.9 / -0.9 eV
Relative energy (zero: lowest compared OMol25 entry of this formula, charge and spin)   37.1 kcal per mole
Multiplicity   4
<S²>   3.775

XYZ file:
```
80
Properties=species:S:1:pos:R:3:lowdin_charge:R:1
V -0.606 0.701 -0.367 0.217
C 5.350 -2.283 -0.582 -0.083
C 4.503 -1.902 -1.610 -0.082
C 3.319 -1.243 -1.322 -0.099
C 2.984 -0.958 -0.005 -0.344
C 3.829 -1.364 1.026 -0.099
C 5.007 -2.025 0.737 -0.071
P 1.495 0.016 0.419 1.056
C 1.012 -0.899 1.919 -0.360
C 0.586 -2.210 1.705 -0.110
C 0.145 -2.986 2.760 -0.080
C 0.121 -2.453 4.041 -0.079
C 0.543 -1.151 4.255 -0.070
C 0.978 -0.364 3.200 -0.059
C 2.225 1.577 0.981 -0.307
C 3.552 1.857 1.230 -0.067
C 3.916 3.144 1.653 -0.076
C 2.969 4.110 1.875 -0.027
C 1.602 3.852 1.639 -0.177
C 0.579 4.789 1.880 -0.048
C -0.725 4.470 1.598 -0.082
C -1.047 3.262 0.964 -0.126
C -0.084 2.318 0.683 -0.296
C 1.238 2.585 1.113 -0.237
H 6.283 -2.782 -0.805 0.103
H 4.767 -2.119 -2.635 0.103
H 2.650 -0.942 -2.120 0.089
H 3.554 -1.145 2.049 0.113
H 5.657 -2.335 1.543 0.106
H 0.611 -2.621 0.699 0.113
H -0.181 -4.003 2.589 0.107
H -0.229 -3.054 4.869 0.103
H 0.524 -0.736 5.250 0.106
H 1.283 0.661 3.363 0.114
H 4.317 1.106 1.085 0.097
H 4.963 3.361 1.819 0.101
H 3.255 5.087 2.238 0.110
H 0.845 5.749 2.297 0.105
H -1.510 5.174 1.835 0.101
H -2.080 3.084 0.666 0.104
C 2.190 2.331 -2.278 -0.222
P 0.392 2.106 -1.975 0.810
C -0.096 3.883 -1.972 -0.220
C -0.146 1.642 -3.694 -0.406
C -1.642 1.362 -3.650 -0.410
P -1.934 0.115 -2.318 0.828
C -1.556 -1.419 -3.274 -0.238
C -3.766 0.082 -2.262 -0.239
H 2.345 2.863 -3.218 0.050
H 2.683 1.360 -2.310 0.023
H 2.612 2.904 -1.453 0.043
H 0.227 4.376 -2.888 0.048
H 0.375 4.365 -1.115 0.042
H -1.177 3.978 -1.866 0.047
H 0.398 0.735 -3.984 0.077
H 0.108 2.438 -4.402 0.083
H -2.015 0.986 -4.609 0.084
H -2.191 2.276 -3.401 0.079
H -1.883 -1.308 -4.309 0.047
H -2.070 -2.270 -2.831 0.023
H -0.481 -1.610 -3.248 0.039
H -4.192 -0.108 -3.248 0.049
H -4.115 1.045 -1.885 0.047
H -4.088 -0.697 -1.570 0.031
O -2.440 -0.126 2.711 0.092
C -2.263 -0.682 1.629 -0.536
O -1.584 -0.133 0.682 -0.252
C -2.878 -1.980 1.267 -0.104
C -3.799 -2.584 2.133 0.017
C -4.519 -3.683 1.732 0.026
C -4.340 -4.189 0.438 -0.155
C -3.372 -3.638 -0.410 0.017
C -2.644 -2.554 0.009 -0.026
N -5.138 -5.260 -0.024 -0.348
O -4.979 -5.641 -1.186 0.065
O -5.960 -5.751 0.746 0.075
H -3.928 -2.152 3.114 0.126
H -5.230 -4.169 2.385 0.121
H -3.229 -4.096 -1.377 0.115
H -1.872 -2.125 -0.621 0.082
```



3.
Formula: C60H105N15
Source: the Open Molecules 2025 dataset
Level of theory: the ωB97M-V functional and the def2-TZVPD basis

Highest occupied orbital energy   -10.703 eV
DFT total energy   -86271.239 eV
Charge   0
Frontier orbital gap   10.441 eV
LUMO energy   -0.3 eV
Relative energy (zero: lowest compared OMol25 entry of this formula, charge and spin)   69.9 kcal per mole

XYZ file:
```
180
Properties=species:S:1:pos:R:3:lowdin_charge:R:1
C -0.791 4.444 -2.142 -0.097
C 0.106 5.682 -1.958 -0.249
C -0.713 7.000 -1.862 -0.186
C 0.049 8.231 -1.997 -0.247
N 0.717 9.162 -2.154 0.135
H -1.411 4.323 -1.254 0.060
H -0.136 3.576 -2.212 0.050
H -1.401 4.530 -3.041 0.067
H 0.875 5.738 -2.728 0.095
H 0.680 5.646 -1.032 0.072
H -1.210 7.213 -0.916 0.111
H -1.404 7.036 -2.704 0.120
C -7.175 -1.365 -2.702 -0.099
C -6.541 -1.189 -4.068 -0.266
C -5.214 -0.450 -4.111 -0.188
C -4.260 -0.858 -3.080 -0.186
N -3.500 -1.229 -2.278 0.203
H -6.494 -2.030 -2.169 0.059
H -8.167 -1.811 -2.768 0.076
H -7.260 -0.405 -2.192 0.068
H -7.218 -0.617 -4.703 0.110
H -6.405 -2.170 -4.523 0.110
H -5.439 0.587 -3.865 0.127
H -4.801 -0.506 -5.118 0.112
C 3.638 0.078 3.614 -0.115
C 3.240 -0.523 4.992 -0.231
C 4.013 0.191 6.149 -0.184
C 4.036 1.678 6.086 -0.213
N 4.044 2.879 6.008 0.124
H 3.158 1.046 3.476 0.052
H 3.301 -0.575 2.808 0.035
H 4.718 0.201 3.534 0.074
H 3.573 -1.561 5.009 0.091
H 2.174 -0.672 5.161 0.084
H 5.053 -0.130 6.095 0.113
H 3.624 -0.057 7.137 0.109
C 4.693 3.470 0.788 -0.091
C 3.938 2.388 0.004 -0.256
C 2.765 2.899 -0.882 -0.171
C 3.203 3.843 -1.948 -0.226
N 3.547 4.546 -2.767 0.166
H 4.925 4.322 0.148 0.074
H 5.632 3.121 1.218 0.069
H 4.095 3.770 1.648 0.060
H 3.611 1.617 0.702 0.082
H 4.618 1.978 -0.743 0.091
H 2.057 3.467 -0.280 0.098
H 2.184 2.076 -1.298 0.076
C 5.973 -1.073 0.323 -0.097
C 5.384 -2.478 0.075 -0.233
C 4.507 -2.579 -1.185 -0.166
C 3.810 -1.340 -1.589 -0.207
N 3.258 -0.408 -1.958 0.215
H 6.563 -1.055 1.239 0.077
H 5.225 -0.282 0.396 0.046
H 6.573 -0.763 -0.533 0.080
H 4.902 -2.750 1.015 0.088
H 6.210 -3.175 -0.069 0.107
H 3.842 -3.436 -1.081 0.098
H 5.122 -2.812 -2.054 0.123
C -4.200 -5.416 1.194 -0.107
C -2.840 -5.113 0.542 -0.241
C -2.983 -3.995 -0.546 -0.213
C -3.935 -4.360 -1.619 -0.250
N -4.719 -4.642 -2.420 0.140
H -4.064 -6.006 2.101 0.060
H -4.867 -5.954 0.520 0.072
H -4.648 -4.469 1.492 0.073
H -2.456 -5.997 0.032 0.104
H -2.150 -4.654 1.251 0.075
H -2.024 -3.775 -1.014 0.062
H -3.304 -3.042 -0.125 0.078
C 2.733 0.956 -4.991 -0.132
C 2.977 1.640 -6.299 -0.267
C 2.693 3.146 -6.209 -0.165
C 1.298 3.479 -5.810 -0.211
N 0.250 3.732 -5.486 0.171
H 1.682 1.100 -4.739 0.065
H 3.371 1.365 -4.208 0.063
H 2.883 -0.124 -4.986 0.061
H 2.372 1.203 -7.093 0.106
H 4.018 1.529 -6.602 0.110
H 2.996 3.696 -7.100 0.119
H 3.272 3.485 -5.350 0.093
C -1.684 -4.856 4.838 -0.089
C -0.514 -3.897 4.581 -0.266
C -0.912 -2.416 4.456 -0.163
C -1.845 -2.228 3.290 -0.163
N -2.603 -2.086 2.416 0.189
H -2.279 -4.563 5.703 0.078
H -1.261 -5.847 5.008 0.069
H -2.386 -4.921 4.006 0.058
H 0.151 -4.272 3.803 0.059
H 0.151 -3.964 5.442 0.107
H -0.032 -1.790 4.304 0.086
H -1.399 -2.064 5.365 0.114
C -0.883 -3.310 -4.331 -0.074
C 0.563 -2.765 -4.222 -0.234
C 1.559 -3.611 -3.442 -0.176
C 1.011 -4.220 -2.218 -0.203
N 0.576 -4.621 -1.221 0.178
H -1.412 -3.391 -3.382 0.052
H -0.921 -4.280 -4.827 0.080
H -1.379 -2.572 -4.960 0.066
H 0.474 -1.819 -3.688 0.086
H 0.989 -2.626 -5.216 0.112
H 2.511 -3.154 -3.170 0.088
H 1.848 -4.481 -4.033 0.122
C -0.501 1.357 5.363 -0.081
C -0.180 2.109 6.728 -0.237
C -1.161 1.815 7.848 -0.200
C -2.520 2.241 7.453 -0.221
N -3.602 2.575 7.162 0.142
H 0.219 1.632 4.592 0.038
H -1.428 1.673 4.884 0.051
H -0.492 0.308 5.660 0.051
H -0.191 3.176 6.501 0.104
H 0.830 1.869 7.059 0.093
H -0.838 2.360 8.735 0.116
H -1.203 0.772 8.162 0.115
C 1.467 -6.938 3.105 -0.111
C 2.678 -6.810 2.256 -0.273
C 2.720 -5.549 1.447 -0.199
C 2.416 -4.250 2.068 -0.171
N 2.194 -3.205 2.559 0.183
H 0.541 -6.883 2.532 0.087
H 1.452 -6.199 3.907 0.068
H 1.462 -7.884 3.646 0.081
H 2.810 -7.633 1.553 0.120
H 3.550 -6.831 2.910 0.116
H 2.006 -5.650 0.630 0.088
H 3.711 -5.497 0.995 0.116
C -3.784 1.593 2.987 -0.105
C -2.949 1.715 1.709 -0.238
C -3.466 0.807 0.531 -0.177
C -4.807 1.193 0.131 -0.251
N -5.886 1.454 -0.135 0.152
H -4.828 1.793 2.742 0.069
H -3.573 2.424 3.658 0.064
H -3.599 0.597 3.389 0.064
H -1.943 1.446 2.030 0.071
H -2.906 2.760 1.403 0.084
H -3.448 -0.258 0.764 0.079
H -2.817 1.041 -0.313 0.087
C -2.262 1.008 -5.214 -0.109
C -1.988 0.630 -6.667 -0.271
C -2.304 1.737 -7.584 -0.207
C -3.731 2.207 -7.587 -0.192
N -4.832 2.609 -7.569 0.129
H -2.009 0.293 -4.431 0.053
H -3.328 1.205 -5.094 0.050
H -1.821 1.959 -4.916 0.059
H -2.493 -0.328 -6.783 0.110
H -0.922 0.437 -6.795 0.103
H -2.012 1.455 -8.596 0.117
H -1.678 2.608 -7.390 0.106
C -0.930 5.206 1.726 -0.084
C 0.071 4.570 2.697 -0.238
C 1.185 5.521 3.128 -0.184
C 2.006 6.123 2.089 -0.255
N 2.562 6.610 1.260 0.172
H -0.480 5.591 0.811 0.046
H -1.546 5.967 2.206 0.084
H -1.653 4.435 1.457 0.044
H 0.481 3.679 2.220 0.085
H -0.491 4.301 3.592 0.103
H 1.911 4.948 3.705 0.110
H 0.822 6.296 3.802 0.124
C -0.275 0.146 -1.403 -0.101
C -0.434 -1.160 -0.590 -0.227
C 0.640 -1.273 0.490 -0.179
C 0.646 -0.083 1.373 -0.199
N 0.678 0.840 2.068 0.185
H -0.008 1.084 -0.916 0.056
H -1.238 0.435 -1.824 0.041
H 0.392 0.047 -2.259 0.046
H -0.385 -1.968 -1.321 0.070
H -1.403 -1.311 -0.115 0.071
H 1.627 -1.223 0.030 0.086
H 0.497 -2.194 1.055 0.078
```



Number 1: largest force on an atom 4.8 eV Å⁻¹. Number 2: largest force on an atom 6.8 eV Å⁻¹. Number 3: largest force on an atom 5.8 eV Å⁻¹.